Below is a 6-piece molecular cluster, C27H61N4O7 overall, with properties calculated with ωB97M-V/def2-TZVPD.

Results
E_tot = -49273.24736 eV
multiplicity = 1
orbital gap = 7.67 eV
total charge = +1
largest force on an atom = 1.80 eV/Å
highest occupied orbital energy = -11.67 eV

The geometry in XYZ format:
```
99
Properties=species:S:1:pos:R:3:mulliken_charge:R:1
O -0.8965 1.8683 -5.3498 -0.366
O -4.2469 3.5331 5.0190 -0.356
O 5.1946 -0.4245 -0.8530 -0.550
O -4.8959 0.8614 -1.3263 -0.562
O 5.0969 -6.0467 -1.3300 -0.512
O 3.3289 -1.6493 2.4662 -0.453
O -3.4389 0.8037 1.3669 -0.569
N -1.6838 0.1309 -1.4741 0.753
N 1.7590 0.7018 -1.4547 -0.105
N -0.4854 0.4258 -1.0056 -1.192
N -5.3132 2.7012 -4.0494 -0.657
C 1.7992 2.0701 -0.8523 -0.507
C -4.3960 5.7995 5.8543 -1.337
C 4.0361 -0.8464 3.4152 0.548
C 3.9380 -1.4681 4.7988 -1.496
C 3.8574 -6.7450 -1.4508 0.468
C -3.9022 3.8740 7.3898 -1.348
C -1.2784 -0.5947 -5.1180 -1.413
C -2.9084 1.7225 2.3440 0.527
C -3.5062 -0.4092 -2.9292 -1.215
C -3.5865 3.0758 2.1888 -1.267
C -0.7824 0.6171 -5.9538 0.213
C 3.4877 0.5730 3.4054 -1.205
C 3.3773 -6.7068 -2.8943 -1.215
C 5.4119 -1.8240 -1.0599 0.307
C 4.0137 -8.1744 -0.9562 -1.397
C 1.1288 3.1549 -1.6842 -1.148
C 0.2602 0.0150 -3.2453 0.479
C -4.2911 0.9108 -2.6160 0.518
C -1.0134 -0.2666 -3.6733 0.560
C -5.3546 1.2769 -3.6630 -1.022
C -3.7206 4.4441 5.9920 0.451
C -1.8062 1.5684 -6.4123 -0.534
C -3.0898 1.1373 3.7353 -1.226
C -2.0432 -0.1881 -2.7049 0.107
C 6.2489 -2.3846 0.0759 -1.023
C 0.4863 0.3765 -1.8956 -0.339
C 4.0776 -2.5422 -1.1713 -0.398
H 2.4035 -1.6725 2.7312 0.308
H -3.8122 -1.1265 -2.1671 0.389
H 2.4160 -7.2102 -3.0061 0.377
H 5.7450 -6.4968 -1.8822 0.331
H -1.5497 2.0306 -7.3532 0.333
H 4.1017 -7.1951 -3.5513 0.336
H -1.8438 1.8221 2.1269 0.169
H 3.5615 1.0060 2.4060 0.197
H 1.4919 4.1163 -1.3228 0.449
H 2.8938 -1.5249 5.1191 0.366
H -3.4434 3.4570 1.1733 0.347
H 2.8559 2.3058 -0.7650 0.447
H 7.2001 -1.8554 0.1458 0.324
H 5.0777 -0.8384 3.0907 0.291
H -3.4163 2.9013 7.4740 0.318
H 3.1473 -6.2139 -0.8150 0.274
H 3.0705 -8.7195 -1.0125 0.371
H -2.4342 0.1669 -0.7822 0.149
H 3.4840 -2.1242 -1.9894 0.107
H 4.7571 -8.7069 -1.5553 0.357
H -2.5998 0.1635 3.8012 0.382
H -4.2850 1.2255 -0.6722 0.266
H 4.7126 -0.3291 -0.0232 0.291
H -2.6767 1.7907 4.4960 0.298
H -2.6557 4.5415 5.7718 0.254
H 5.9586 -1.9185 -1.9990 0.308
H 4.4939 -0.8868 5.5350 0.389
H 4.3309 -2.4846 4.7891 0.344
H -5.4716 5.7092 6.0273 0.338
H -0.7171 -1.4586 -5.4566 0.515
H -3.4832 4.5382 8.1460 0.402
H 1.0883 -0.0284 -3.9374 0.516
H -3.9911 6.5181 6.5672 0.403
H -2.3288 -0.6411 -5.3570 0.248
H -5.2506 3.2424 -3.1935 0.293
H 4.2179 -3.6095 -1.3509 0.026
H -3.1913 3.7998 2.8927 0.369
H -5.2974 0.6500 -4.5489 0.392
H -5.1886 3.4353 5.1995 0.237
H 3.4974 -2.4137 -0.2533 0.149
H 0.0501 0.4421 -6.6199 0.468
H -3.7006 -0.8069 -3.9125 0.692
H -3.5672 1.7293 -2.6021 0.372
H 5.7309 -2.2512 1.0296 0.087
H 4.3607 -8.1850 0.0769 0.339
H 4.0303 1.2130 4.1017 0.400
H 6.4491 -3.4474 -0.0658 0.340
H -4.6623 2.9901 2.3539 0.284
H -4.9634 3.7278 7.6074 0.340
H -4.3811 0.6988 1.5442 0.319
H -4.2611 6.1954 4.8470 0.317
H -6.3345 1.1365 -3.2136 0.425
H -4.1481 0.9831 3.9547 0.306
H 1.3825 2.0413 0.1481 0.306
H -2.8172 1.4583 -6.0543 0.082
H -4.4349 2.8669 -4.5314 0.260
H 3.2732 -5.6754 -3.2351 0.286
H 1.3939 3.1114 -2.7387 0.305
H 2.3873 0.6675 -2.2474 0.304
H 0.0501 3.1918 -1.5549 0.259
H 2.4301 0.5752 3.6848 0.333
```

=====

Below is a 6-piece molecular cluster, C27H62BF4NO26P5 overall, with properties calculated with ωB97M-V/def2-TZVPD.

Results
E_tot = -141716.43494 eV
multiplicity = 1
orbital gap = 4.98 eV
total charge = -1
largest force on an atom = 8.38 eV/Å
highest occupied orbital energy = -5.62 eV

The geometry in XYZ format:
```
126
Properties=species:S:1:pos:R:3:mulliken_charge:R:1
P -3.2691 -8.0482 0.8228 1.141
P -7.3643 7.2404 -0.2646 1.135
P 7.4735 -5.7267 1.8846 1.031
P 1.4263 -3.3105 0.4445 0.852
P 1.2450 4.3744 2.8435 1.303
F -3.1626 1.7184 -2.0608 -0.355
F -2.1370 1.3466 -0.1573 -0.358
F -3.5019 4.0565 -1.1343 -0.325
F -2.0897 3.6713 0.5081 -0.241
O 7.8729 -4.3432 1.4582 -0.653
O -3.8088 -8.0405 2.2256 -0.627
O -7.6440 8.6508 0.1765 -0.621
O 1.6569 5.6709 1.8553 -0.386
O -2.5769 4.4375 -6.4814 -0.445
O -4.5825 -7.3277 0.0723 -0.440
O -3.5319 -9.4776 0.0656 -0.349
O 2.6063 -4.2544 1.0920 -0.237
O -5.7127 7.2374 0.1265 -0.356
O -1.1950 1.9015 -3.6587 -0.690
O 7.6070 -5.9228 3.5057 -0.330
O 0.3498 2.8233 -2.2119 -0.440
O -8.8357 6.9451 -1.0159 -0.475
O -1.6881 -8.5275 1.2318 -0.318
O 2.4758 -2.0396 0.1533 -0.328
O 5.8198 -5.4674 1.9792 -0.223
O 0.5619 3.0522 3.7018 -0.358
O -7.6741 6.1493 0.9175 -0.330
O 9.0026 -6.4463 1.6467 -0.306
O 1.1976 -3.6348 -1.0106 -0.652
O -1.3044 6.6496 -4.9099 -0.478
O 0.2388 -4.4260 0.9572 -0.063
O 2.6205 3.7590 2.8382 -0.668
O 3.4113 0.1811 -2.4565 -0.696
O 1.0157 5.3432 4.1486 -0.363
O -0.6113 5.5095 -6.6824 -0.414
N 2.2924 1.0826 -0.7652 -0.133
C -2.0767 2.1247 -1.3219 1.078
C -2.2228 3.6113 -0.8585 0.725
C 1.1035 -0.0918 -2.7566 -0.326
C 2.3519 6.7693 2.4171 -0.600
C 2.6469 -5.6043 0.6909 -0.726
C 8.9865 -7.8404 1.2992 -0.755
C -0.4296 -4.1001 2.1881 -0.754
C -4.8762 6.3795 -0.6850 -0.795
C -7.3452 6.4923 2.2568 -0.663
C 0.4181 3.7040 -3.3547 0.219
C -0.3845 6.3071 -5.5575 0.683
C -0.2771 0.2425 -2.1199 -1.013
C -9.9606 6.6215 -0.2176 -0.509
C -1.4274 4.3981 -6.3251 0.393
C -0.8092 3.1181 -4.1854 0.544
C 1.8539 3.3850 -3.8737 -1.553
C 1.0363 6.7157 -5.1600 -0.833
C -0.7100 3.1631 -5.7468 -0.758
C -5.7270 -8.1133 -0.2163 -0.513
C 8.7038 -5.3106 4.1733 -0.688
C -0.6453 -8.0572 0.3544 -0.614
C 1.5679 4.9405 5.3941 -0.723
C 2.3256 0.3910 -1.9704 0.352
C 3.8296 -2.3129 -0.1872 -0.548
C -0.8131 2.7720 3.4445 -0.459
C 5.2805 -4.8022 3.1179 -0.518
C -3.4103 -10.6755 0.8214 -0.677
B -0.7144 1.8202 -2.2316 -0.037
H -0.6317 -6.9655 0.3591 0.225
H 1.0910 6.9236 -4.0869 0.276
H 3.6881 -5.9122 0.5903 0.224
H 2.5747 3.5695 -3.0603 0.281
H -0.9456 2.5226 2.3912 0.049
H 1.4039 7.5422 -5.7897 0.353
H 5.2689 -5.4716 3.9767 0.306
H -5.2017 5.3444 -0.5980 0.420
H -1.1247 1.9262 4.0547 0.299
H 10.0143 -8.1772 1.1813 0.238
H 3.8925 -3.0710 -0.9700 0.284
H 0.2923 -4.0309 3.0080 0.314
H -6.3950 6.0298 2.5279 0.222
H 2.1730 -6.2202 1.4597 0.203
H -1.5133 4.3088 -1.3201 -0.257
H 4.3905 -2.6250 0.6929 0.154
H 9.1171 -4.4754 3.6065 0.356
H 1.3528 1.2251 -0.4132 0.174
H -1.1853 2.2634 -6.1688 0.372
H -3.8518 6.4618 -0.3338 0.276
H 1.9372 5.8305 5.9056 0.250
H 2.1451 -5.7695 -0.2643 0.448
H 1.6833 7.3873 3.0147 0.231
H -9.8963 5.5975 0.1466 0.219
H -0.3064 -0.1786 -1.0926 0.191
H 2.8286 1.9391 -0.8015 0.236
H 3.1973 6.4282 3.0178 0.300
H -0.8123 -8.4233 -0.6627 0.359
H -10.8431 6.6995 -0.8540 0.247
H 2.3937 4.2385 5.2710 0.359
H 4.2677 -1.3858 -0.5576 0.291
H -7.2771 7.5715 2.4011 0.353
H -1.0369 -0.3195 -2.7010 0.240
H -6.0258 -8.7001 0.6541 0.269
H -4.1864 -11.3664 0.4904 0.254
H 1.1526 0.2263 -3.8122 0.255
H 0.7901 4.4810 6.0062 0.228
H -1.6086 3.8788 -3.9650 0.182
H -3.5292 -10.5014 1.8917 0.351
H 8.3513 -4.9402 5.1362 0.263
H 0.2700 4.7163 -2.9262 0.303
H -4.9205 6.6958 -1.7284 0.389
H 9.4849 -6.0526 4.3469 0.223
H -8.1257 6.0997 2.9098 0.256
H 0.3115 -8.4287 0.7149 0.246
H -1.4259 3.6427 3.6993 0.307
H -10.0597 7.3188 0.6164 0.275
H 1.8699 2.3006 -4.0686 0.151
H -5.5464 -8.7629 -1.0712 0.218
H 1.6833 5.8455 -5.3790 0.178
H 8.5066 -8.4259 2.0895 0.324
H 1.1842 -1.1993 -2.7864 0.345
H 4.2493 -4.5337 2.8875 0.140
H -2.4349 -11.1272 0.6340 0.228
H 0.3562 3.2203 -6.0389 0.353
H -1.1477 -4.8877 2.4117 0.191
H 2.1278 3.9484 -4.7832 0.421
H -6.5329 -7.4268 -0.4775 0.252
H 5.8399 -3.8942 3.3482 0.297
H -0.9631 -3.1530 2.0870 0.320
H 2.7236 7.3754 1.5900 0.222
H 8.4558 -7.9881 0.3566 0.332
```